Entry 1:
81
Properties=species:S:1:pos:R:3 method="wB97M-V/def2-TZVPD" e_homo_ha="-0.0295 / -0.0307" charge=-1 gap_ev="3.03 / 3.04"
Ba -1.03170 -18.98418 14.49251
O -0.77766 -16.53345 13.73574
C -2.00321 -16.37543 13.91996
O -2.80360 -17.36879 14.20644
C -2.59083 -14.99985 14.09954
P -1.84980 -13.51847 13.06359
C -0.74445 -12.95966 14.35414
C 0.50580 -13.55303 14.39463
C 1.45765 -13.07117 15.26773
C 1.10208 -12.15773 16.26076
C -0.14027 -11.58060 16.29529
C -1.07422 -11.97020 15.31880
C -3.16266 -12.24125 13.33110
C -2.80019 -10.89474 12.98492
C -3.79637 -9.95184 12.95085
C -5.13065 -10.20947 13.18604
C -5.41448 -11.54673 13.53821
C -4.48126 -12.51089 13.66889
H -2.62689 -14.71451 15.13718
H -3.64966 -14.82966 13.68313
H 0.73247 -14.33470 13.70448
H 2.50349 -13.42924 15.12140
H 1.83811 -11.90272 16.99243
H -0.43299 -10.79597 16.99240
H -2.11761 -11.67184 15.44327
H -1.73393 -10.63410 12.74015
H -3.55202 -8.95759 12.47635
H -5.91094 -9.47623 13.25311
H -6.41087 -11.81076 13.71797
H -4.67763 -13.36356 14.25852
C 4.46122 -19.77816 16.82076
As 2.57615 -19.61510 16.32223
C 2.42639 -17.66813 16.30278
C 1.70182 -20.46055 17.98877
C 2.27700 -21.78795 18.43778
C 1.97944 -23.06762 17.93114
C 2.82297 -24.16974 18.11807
C 3.99822 -23.92232 18.74094
C 4.28986 -22.66485 19.36965
C 3.34803 -21.67639 19.40259
H 4.66691 -19.68879 17.85679
H 4.94776 -19.01850 16.29512
H 4.67729 -20.81383 16.48185
H 1.90070 -17.20923 17.14912
H 1.85627 -17.49433 15.37809
H 3.43076 -17.15338 16.24047
H 0.60970 -20.50992 17.63734
H 1.92723 -19.72333 18.80064
H 1.06831 -23.34530 17.47709
H 2.57456 -25.11451 17.64773
H 4.82170 -24.64978 18.63688
H 5.21485 -22.57387 19.80223
H 3.47688 -20.75662 19.94493
O -2.52475 -21.03269 13.86024
B -2.14884 -21.09948 12.46017
O -3.17570 -21.61813 11.73102
C -4.25432 -21.94306 12.61845
C -5.45191 -22.61117 12.43116
C -6.29925 -22.69857 13.58069
C -5.92326 -22.22820 14.84596
C -4.69329 -21.63250 15.03397
C -3.91778 -21.54161 13.88557
H -5.71534 -23.06377 11.49015
H -7.29365 -23.10698 13.52946
H -6.56565 -22.34660 15.73049
H -4.44420 -21.18044 15.98967
C 0.19427 -21.53720 11.80488
C 1.44796 -20.72545 12.14305
C 1.49283 -19.28184 11.56233
C 2.63469 -21.53576 11.49336
C 1.75744 -20.77466 13.57051
C 2.17661 -20.51913 14.71002
H -0.00727 -21.44438 10.74270
H -0.82142 -21.07259 12.22445
H 0.23018 -22.67938 12.02476
H 1.77411 -19.38701 10.51586
H 2.22284 -18.69310 12.04406
H 0.44010 -18.81614 11.62747
H 2.66499 -21.35872 10.41097
H 2.53509 -22.56855 11.66154
H 3.59239 -21.20187 11.95110

=====

Entry 2:
98
Properties=species:S:1:pos:R:3 method="wB97M-V/def2-TZVPD" e_homo_ha=-0.3943 charge=+1 de_lowest_kcal_mol=0.0 gap_ev=5.69
W -1.17964 1.69405 0.51777
C -2.50697 1.78128 -2.36969
N -2.73746 2.30179 -0.98428
C -2.68629 3.77238 -1.01850
C -1.28625 4.15145 -1.33441
N -0.38954 3.21481 -0.65298
C 0.99297 3.47613 -0.75385
C 1.95859 2.65488 -0.16818
F 1.59284 1.55622 0.42490
C 3.30822 2.89938 -0.18531
F 4.14197 2.05792 0.41565
C 3.79352 3.99812 -0.84725
F 5.08386 4.24610 -0.89014
C 2.89660 4.82491 -1.47297
F 3.33370 5.88862 -2.12867
C 1.54394 4.57201 -1.43186
F 0.79422 5.45936 -2.07640
C -4.07346 1.85846 -0.50025
C -3.94952 0.43451 -0.10885
N -2.80786 0.34197 0.77896
C -2.63641 -0.82549 1.50559
C -3.33585 -2.02024 1.37524
F -4.22719 -2.21104 0.39492
C -3.14975 -3.07207 2.24961
F -3.85660 -4.18170 2.08154
C -2.24432 -2.99916 3.27664
F -2.08267 -4.01256 4.10821
C -1.50525 -1.84843 3.41668
F -0.64475 -1.71317 4.41685
C -1.70522 -0.83657 2.52206
F -0.98439 0.26518 2.63994
H -3.24718 2.23634 -3.02278
H -2.60790 0.71039 -2.38810
H -1.51050 2.03441 -2.70322
H -2.98497 4.13809 -0.05542
H -3.37816 4.15103 -1.76322
H -1.12417 5.16127 -0.98800
H -1.11033 4.14245 -2.40276
H -4.81584 2.00869 -1.28120
H -4.33174 2.45569 0.35654
H -3.82494 -0.20555 -0.98065
H -4.85927 0.13232 0.39047
Br 0.19396 5.05191 6.44085
C -0.70675 4.33254 4.96200
C -2.10063 4.46912 4.82901
Br -3.10165 5.36614 6.13432
C -2.76025 3.93569 3.71870
Br -4.60832 4.06430 3.42215
C -2.01425 3.28053 2.77135
O -2.47820 2.71570 1.64746
C -0.65581 3.13920 2.91672
O -0.11685 2.44221 1.88058
C 0.02619 3.65554 3.98325
Br 1.88255 3.39530 4.02951
C 1.39140 -0.22960 -3.82654
C 2.34560 -1.11655 -3.04311
C 3.37300 -0.28432 -2.29500
C 3.01489 -2.11548 -3.96231
O 1.58387 -1.91429 -2.09356
Si 0.94259 -1.78763 -0.63010
S -0.45498 -0.05229 -0.79185
O 1.90254 -1.40603 0.60136
C 2.89360 -2.25163 1.27567
C 2.20641 -2.96460 2.42038
C 3.96240 -1.31187 1.78986
C 3.47156 -3.25277 0.28332
O 0.03162 -3.07278 -0.29487
C -0.63113 -4.10809 -1.09238
C 0.40697 -4.97923 -1.78983
C -1.55773 -3.43151 -2.09437
C -1.42159 -4.92910 -0.09841
H 1.92923 0.27492 -4.63595
H 0.94592 0.53009 -3.17687
H 0.58789 -0.83432 -4.26541
H 3.96826 0.30376 -3.00321
H 4.05168 -0.92374 -1.71862
H 2.87113 0.40120 -1.60196
H 3.68943 -1.60030 -4.65307
H 2.26588 -2.66322 -4.54519
H 3.59536 -2.83531 -3.37543
H 1.88525 -2.23961 3.16681
H 2.89781 -3.66683 2.89745
H 1.33475 -3.52048 2.05609
H 3.50212 -0.50159 2.36696
H 4.52504 -0.87233 0.95939
H 4.65743 -1.85553 2.43772
H 2.70039 -3.96102 -0.05822
H 4.27163 -3.82399 0.75729
H 3.88831 -2.73963 -0.59272
H 1.02566 -4.38674 -2.46884
H -0.09388 -5.76418 -2.36668
H 1.05654 -5.46022 -1.04815
H -0.98116 -2.80059 -2.78696
H -2.29107 -2.80366 -1.56919
H -2.09796 -4.18292 -2.67951
H -0.75425 -5.35115 0.66039
H -1.93464 -5.75036 -0.61130
H -2.17380 -4.30684 0.39838

=====

Among the records above, which one has the highest charge? C35H38Br4F10N3O5SSiW

=====

Among the records above, which one has the highest charge? C35H38Br4F10N3O5SSiW